No. 1
Entry from the OMol25 dataset: 3 unconnected molecules or ions with the total composition C26H29Cl4N2O2 in a non-equilibrium geometry (ωB97M-V/def2-TZVPD).

CARTESIAN COORDINATES (ANGSTROEM)
1 C 3.644 0.186 -1.576
2 C 2.360 0.075 -1.048
3 C 1.868 0.737 0.268
4 O 1.232 0.075 1.044
5 O 2.105 2.069 0.555
6 C 1.354 2.897 -0.387
7 C 2.334 3.633 -1.360
8 C 1.634 4.430 -2.526
9 C 0.177 3.937 -2.884
10 C 0.277 2.591 -3.711
11 C -0.636 1.406 -3.222
12 N -1.876 1.812 -2.523
13 C -2.982 2.145 -3.211
14 C -4.266 2.536 -2.705
15 C -4.297 2.600 -1.225
16 C -5.548 3.023 -0.444
17 C -3.002 2.246 -0.643
18 N -1.873 1.859 -1.211
19 H 4.558 -0.283 -1.144
20 H 3.758 0.755 -2.536
21 H 1.583 -0.518 -1.597
22 H 0.777 3.683 0.161
23 H 0.688 2.191 -0.943
24 H 3.028 2.848 -1.762
25 H 2.974 4.315 -0.741
26 H 2.247 4.263 -3.452
27 H 1.612 5.527 -2.299
28 H -0.505 3.903 -2.005
29 H -0.238 4.710 -3.585
30 H 0.159 2.836 -4.793
31 H 1.337 2.232 -3.601
32 H -0.959 0.840 -4.135
33 H -0.089 0.660 -2.594
34 H -2.885 2.111 -4.322
35 H -5.148 2.778 -3.327
36 H -6.329 3.433 -1.124
37 H -5.912 2.159 0.159
38 H -5.288 3.841 0.281
39 H -2.957 2.310 0.471
40 Cl 0.233 -4.051 6.750
41 C 0.871 -2.684 5.907
42 C 1.522 -1.647 6.566
43 Cl 1.755 -1.651 8.278
44 C 2.010 -0.565 5.842
45 C 1.851 -0.519 4.465
46 C 1.206 -1.558 3.805
47 C 0.716 -2.637 4.525
48 H 2.515 0.246 6.351
49 H 2.231 0.327 3.904
50 H 1.084 -1.524 2.731
51 H 0.213 -3.443 4.006
52 Cl -0.627 -3.404 1.864
53 C -0.325 -4.931 1.112
54 C -1.226 -5.508 0.225
55 Cl -2.713 -4.738 -0.207
56 C -0.939 -6.742 -0.346
57 C 0.243 -7.397 -0.034
58 C 1.145 -6.818 0.849
59 C 0.860 -5.587 1.421
60 H -1.639 -7.198 -1.036
61 H 0.461 -8.360 -0.480
62 H 2.070 -7.326 1.091
63 H 1.566 -5.140 2.110

Its spin multiplicity is 1. For the maximum force, the calculation gives 4.1 eV/A. The value obtained for the molar mass is 543.34 g mol⁻¹. As for the total energy: -84585.5922 eV. Its charge is +1. The calculation puts the HOMO-LUMO gap at 0.1980 hartree.



No. 2
Entry from the OMol25 dataset: a molecular structure, C12H24AlBBe2Br2CaF12NO9PS in a non-equilibrium geometry (ωB97M-V/def2-TZVPD).

CARTESIAN COORDINATES (ANGSTROEM)
1 C 6.797 1.478 1.751
2 C 5.546 2.561 1.800
3 O 5.734 3.601 2.825
4 C 4.175 1.637 2.046
5 O 3.975 0.886 0.796
6 Al 2.248 1.115 0.084
7 C 2.438 0.783 -1.974
8 P 1.354 3.243 0.309
9 O 0.066 3.323 1.481
10 O 2.563 4.474 0.543
11 S 0.934 -0.560 0.961
12 O 1.897 -1.796 1.137
13 O -0.173 -1.009 -0.049
14 C 0.275 -0.170 2.671
15 F -1.205 0.091 2.649
16 F 0.464 -1.424 3.490
17 F 1.037 0.940 3.337
18 H 7.787 2.043 1.482
19 H 6.580 0.743 0.845
20 H 6.845 0.830 2.724
21 H 5.442 2.978 0.698
22 H 4.944 4.219 2.787
23 H 3.243 2.274 2.356
24 H 4.466 0.916 2.952
25 H 3.595 0.741 -2.236
26 H 2.013 1.733 -2.527
27 H 1.863 -0.181 -2.328
28 H -0.358 4.237 1.313
29 H 2.966 4.613 -0.383
30 C -3.074 -1.207 -3.031
31 C -2.218 -1.325 -4.279
32 O -2.138 -0.066 -4.965
33 C -1.275 0.854 -4.431
34 O -0.590 0.655 -3.432
35 C -1.253 2.129 -5.276
36 F -2.504 2.575 -5.587
37 F -0.609 1.947 -6.465
38 F -0.624 3.168 -4.658
39 H -4.063 -0.808 -3.281
40 H -3.194 -2.181 -2.551
41 H -2.629 -0.518 -2.308
42 H -2.681 -2.035 -4.972
43 H -1.215 -1.705 -4.051
44 C -3.643 -2.693 0.686
45 C -4.526 -1.618 0.115
46 O -4.656 -1.452 -1.094
47 N -5.194 -0.812 0.990
48 C -5.169 -0.852 2.433
49 H -3.176 -3.255 -0.127
50 H -2.853 -2.244 1.295
51 H -4.240 -3.386 1.287
52 H -5.769 -0.111 0.535
53 H -6.190 -1.016 2.785
54 H -4.815 0.117 2.793
55 H -4.522 -1.640 2.817
56 Ca -1.890 1.512 -2.216
57 B -0.990 -4.434 2.284
58 F -1.701 -3.285 2.821
59 F -0.493 -5.251 3.379
60 F -1.895 -5.223 1.463
61 F 0.127 -3.978 1.473
62 Be -2.490 -3.554 -2.821
63 F 1.710 -3.873 0.474
64 Br 5.610 4.136 4.955
65 Be -4.290 1.713 -0.154
66 Br 6.810 -0.295 3.810
67 F -5.190 -4.304 -2.235

Its spin multiplicity is 1. For the maximum force, the calculation gives 7.0 eV/A. The value obtained for the molar mass is 873.04 g mol⁻¹. As for the total energy: -252063.3061 eV. Its charge is 0. The calculation puts the HOMO-LUMO gap at 0.0625 hartree.



No. 3
Entry from the OMol25 dataset: 2 unconnected molecules or ions with the total composition C3H10N2O in a non-equilibrium geometry (ωB97M-V/def2-TZVPD).

CARTESIAN COORDINATES (ANGSTROEM)
1 C 1.978 -1.156 -0.607
2 C 2.078 -0.050 -1.337
3 O 1.829 1.209 -0.878
4 H 2.145 -2.105 -1.092
5 H 2.171 -1.128 0.459
6 H 2.285 -0.034 -2.392
7 H 1.488 1.123 0.022
8 N -1.790 -0.680 1.866
9 C -1.763 -0.399 0.427
10 N -1.829 1.041 0.207
11 H -2.036 -1.663 1.960
12 H -2.599 -0.201 2.260
13 H -2.640 -0.822 -0.085
14 H -0.825 -0.796 0.023
15 H -1.841 1.244 -0.778
16 H -1.158 1.524 0.784

Its spin multiplicity is 1. For the maximum force, the calculation gives 1.3 eV/A. The value obtained for the molar mass is 90.13 g mol⁻¹. Its SMILES is C=CO.NCN. The calculation puts the energy above the lowest of the compared OMol25 structures with the same formula, charge and spin at 46.17 kcal/mol. As for the total energy: -8299.5019 eV. Its charge is 0. The calculation puts the HOMO-LUMO gap at 0.3644 hartree.



No. 4
Entry from the OMol25 dataset: 3 unconnected molecules or ions with the total composition C14H20F5IO3PS2 (ωB97M-V/def2-TZVPD).

CARTESIAN COORDINATES (ANGSTROEM)
1 O -1.720 -0.395 2.767
2 C -0.944 0.411 2.353
3 I 1.141 0.195 2.492
4 C -1.416 1.704 1.701
5 P -2.906 1.470 0.725
6 S -3.565 3.265 -0.005
7 S -4.499 0.915 1.849
8 C -2.591 0.293 -0.741
9 F -3.809 -0.233 -1.003
10 F -2.247 1.106 -1.774
11 C -1.550 -0.742 -0.492
12 C -1.912 -1.988 0.019
13 C -0.930 -2.945 0.217
14 C 0.396 -2.668 -0.107
15 C 0.739 -1.427 -0.621
16 C 2.153 -1.105 -1.016
17 F 2.171 -0.487 -2.213
18 F 2.915 -2.200 -1.085
19 F 2.728 -0.262 -0.130
20 C -0.230 -0.452 -0.805
21 H -0.639 2.198 1.124
22 H -1.720 2.389 2.496
23 H -2.512 3.383 -0.822
24 H -3.944 -0.244 2.236
25 H -2.941 -2.223 0.242
26 H -1.199 -3.915 0.604
27 H 1.152 -3.426 0.025
28 H 0.051 0.502 -1.227
29 C 4.930 -1.670 5.223
30 C 4.974 -1.147 3.801
31 O 4.014 -0.108 3.574
32 H 3.935 -2.047 5.460
33 H 5.651 -2.476 5.361
34 H 5.170 -0.878 5.935
35 H 4.723 -1.933 3.092
36 H 5.975 -0.781 3.556
37 H 4.216 0.619 4.173
38 C -1.130 1.244 -5.189
39 C -1.952 2.491 -4.916
40 O -2.685 2.925 -6.050
41 H -0.441 1.420 -6.014
42 H -0.551 0.948 -4.311
43 H -1.776 0.408 -5.466
44 H -1.301 3.325 -4.653
45 H -2.635 2.318 -4.073
46 H -3.290 2.224 -6.312

Its spin multiplicity is 1. For the maximum force, the calculation gives 0.6 eV/A. The value obtained for the molar mass is 553.31 g mol⁻¹. As for the total energy: -73626.1799 eV. Its charge is +1. The calculation puts the HOMO-LUMO gap at 0.3210 hartree.



No. 5
Entry from the OMol25 dataset: 2 unconnected molecules or ions with the total composition C5H9N in a non-equilibrium geometry (ωB97M-V/def2-TZVPD).

CARTESIAN COORDINATES (ANGSTROEM)
1 C 2.575 -0.161 -0.119
2 C 0.356 -0.137 1.254
3 C -0.492 0.038 0.213
4 C -1.221 -1.092 -0.383
5 C -0.807 1.384 -0.331
6 N 2.823 0.735 -0.773
7 H 2.505 -1.204 0.067
8 H 0.827 0.756 1.571
9 H 0.586 -1.026 1.923
10 H -1.215 -1.106 -1.529
11 H -2.376 -1.263 -0.115
12 H -0.731 -1.984 -0.035
13 H -0.602 2.380 0.253
14 H -1.904 1.282 -0.586
15 H -0.325 1.398 -1.408

Its spin multiplicity is 1. For the maximum force, the calculation gives 3.2 eV/A. The value obtained for the molar mass is 83.13 g mol⁻¹. Its SMILES is C=C(C)C.C#N. The calculation puts the energy above the lowest of the compared OMol25 structures with the same formula, charge and spin at 58.82 kcal/mol. As for the total energy: -6818.4441 eV. Its charge is 0. The calculation puts the HOMO-LUMO gap at 0.3683 hartree.



No. 6
Entry from the OMol25 dataset: a molecular structure, C28H39Br4N3O7Si in a non-equilibrium geometry (ωB97M-V/def2-TZVPD).

CARTESIAN COORDINATES (ANGSTROEM)
1 C 2.370 0.443 2.871
2 C 1.758 1.937 2.515
3 O 0.468 2.158 2.887
4 O 2.500 3.040 1.884
5 C 2.519 2.877 0.392
6 C 1.033 2.620 -0.251
7 C 0.727 1.319 -1.251
8 C 1.824 0.168 -1.650
9 C 2.885 0.595 -2.825
10 O 2.346 1.490 -3.860
11 Si 3.062 1.204 -5.439
12 C 4.850 0.491 -5.409
13 C 1.861 0.156 -6.582
14 C 3.196 2.945 -6.337
15 C -0.831 1.222 -1.842
16 C -1.326 0.010 -2.881
17 C -1.682 -1.330 -1.959
18 C -3.230 -1.333 -1.407
19 C -3.864 -2.827 -1.170
20 N -3.851 -3.309 0.264
21 C -4.552 -4.634 0.623
22 C -4.507 -5.051 2.220
23 C -3.625 -3.767 2.762
24 C -3.271 -2.724 1.535
25 C -2.021 2.319 -1.449
26 O -3.413 2.172 -1.973
27 N -3.515 2.883 -3.133
28 O -4.388 2.400 -3.849
29 C -1.741 3.579 -0.438
30 C -0.190 3.657 0.089
31 C -0.281 5.007 1.015
32 O 0.739 5.579 1.659
33 N -1.734 5.522 1.086
34 C -2.702 4.769 0.152
35 O -3.996 5.018 -0.060
36 H 3.357 0.251 2.260
37 H 1.555 -0.395 2.662
38 H 2.594 0.394 4.041
39 H 3.314 2.099 0.027
40 H 2.876 3.940 -0.015
41 H 1.307 -0.870 -1.923
42 H 2.478 -0.039 -0.673
43 H 3.333 -0.422 -3.254
44 H 3.787 1.154 -2.312
45 H 5.294 0.575 -6.514
46 H 4.778 -0.679 -5.193
47 H 5.553 0.944 -4.591
48 H 1.879 -0.978 -6.290
49 H 0.813 0.671 -6.487
50 H 2.229 0.361 -7.696
51 H 4.142 3.484 -5.863
52 H 2.198 3.528 -6.155
53 H 3.436 2.709 -7.458
54 H -2.335 0.282 -3.436
55 H -0.478 -0.216 -3.689
56 H -0.975 -1.255 -1.009
57 H -1.414 -2.321 -2.524
58 H -3.907 -0.787 -2.218
59 H -3.356 -0.687 -0.418
60 H -4.997 -2.902 -1.533
61 H -3.253 -3.600 -1.828
62 H -5.117 -5.370 -0.116
63 H -4.953 -5.970 2.793
64 H -3.325 -3.688 3.905
65 H -2.670 -1.694 1.578
66 H -2.127 5.452 2.073
67 Br -1.450 -4.607 3.411
68 C 0.051 -4.870 4.629
69 C 0.239 -6.332 4.956
70 Br -1.089 -6.944 6.248
71 H -0.139 -4.249 5.508
72 H 0.921 -4.479 4.095
73 H 1.205 -6.497 5.443
74 H 0.160 -6.987 4.084
75 Br -0.263 3.084 7.702
76 C 0.217 1.223 7.371
77 C 1.529 1.120 6.628
78 Br 1.304 1.539 4.736
79 H -0.621 0.767 6.836
80 H 0.299 0.770 8.363
81 H 1.905 0.093 6.649
82 H 2.300 1.793 7.014

Its spin multiplicity is 1. For the maximum force, the calculation gives 10.2 eV/A. The value obtained for the molar mass is 877.34 g mol⁻¹. As for the total energy: -336490.7911 eV. Its charge is 0. The calculation puts the HOMO-LUMO gap at 0.2151 hartree.



No. 7
Entry from the OMol25 dataset: 2 unconnected molecules or ions with the total composition CH4BrClOSi in a non-equilibrium geometry (ωB97M-V/def2-TZVPD).

CARTESIAN COORDINATES (ANGSTROEM)
1 C -2.585 -0.472 0.296
2 O -0.527 -0.107 0.149
3 Si 0.519 -1.213 -0.514
4 Cl -2.851 -1.759 -0.737
5 Br -3.217 1.298 -0.028
6 H -2.678 -0.540 1.457
7 H -0.301 -2.366 -0.420
8 H 1.668 -0.984 0.249
9 H 0.896 -0.746 -1.888

Its spin multiplicity is 1. For the maximum force, the calculation gives 4.3 eV/A. The value obtained for the molar mass is 175.49 g mol⁻¹. The calculation puts the energy above the lowest of the compared OMol25 structures with the same formula, charge and spin at 74.88 kcal/mol. As for the total energy: -93588.8065 eV. Its charge is 0. The calculation puts the HOMO-LUMO gap at 0.3288 hartree.



No. 8
Entry from the OMol25 dataset: a single C2H4N4O molecule (ωB97M-V/def2-TZVPD).

CARTESIAN COORDINATES (ANGSTROEM)
1 N 2.415 0.018 0.465
2 C 1.270 0.312 -0.180
3 N 0.266 -0.360 -0.867
4 N -0.938 -0.580 -0.121
5 C -1.790 0.436 -0.031
6 O -2.944 -0.029 0.476
7 N 0.608 1.206 -0.743
8 H 2.737 -0.920 0.274
9 H 3.124 0.730 0.351
10 H -1.228 -1.558 -0.120
11 H -3.518 0.746 0.497

Its spin multiplicity is 1. For the maximum force, the calculation gives 0.6 eV/A. The value obtained for the molar mass is 100.08 g mol⁻¹. The calculation puts the energy above the lowest of the compared OMol25 structures with the same formula, charge and spin at 126.84 kcal/mol. As for the total energy: -10141.6344 eV. Its charge is 0. The calculation puts the HOMO-LUMO gap at 0.3378 hartree.